104
Properties=species:S:1:pos:R:3:forces:R:3 method="wB97M-V/def2-TZVPD" smiles="O=[N+]([O-])c1ccccc1.O=[N+]([O-])c1ccccc1.O=[N+]([O-])c1ccccc1.O=[N+]([O-])c1ccccc1.O=[N+]([O-])c1ccccc1.CCCCCCCCCCBI" total_energy_ev=-78926.79077 e_lumo_ev=-1.18
O 0.59773 -1.76335 -0.66082 -1.2 -1.1 -1.1
N -0.23514 -2.45733 -1.26284 0.9 -0.5 0.8
O -0.35451 -3.68365 -1.12897 0.2 1.7 -0.1
C -1.13796 -1.78078 -2.20182 -0.6 0.5 -0.6
C -1.01328 -0.40059 -2.41231 0.0 -0.1 0.0
C -1.85888 0.23324 -3.32478 0.0 -0.4 0.1
C -2.82152 -0.50447 -4.01561 0.1 -0.1 0.1
C -2.95043 -1.87701 -3.79626 0.2 0.2 0.2
C -2.10860 -2.52245 -2.88830 0.0 0.1 0.0
H -0.26816 0.18836 -1.88194 -0.1 -0.3 0.0
H -1.76552 1.30287 -3.50006 0.0 -0.2 0.1
H -3.47483 -0.00683 -4.73027 0.1 -0.1 0.1
H -3.70507 -2.44453 -4.33634 0.2 0.1 0.1
H -2.21959 -3.59327 -2.73092 0.2 0.3 0.1
O -1.41088 2.57496 8.82367 0.9 -1.4 -0.6
N -0.79437 1.58410 8.40436 -1.2 0.3 -0.6
O -1.17773 0.86180 7.47303 0.5 1.1 1.5
C 0.47356 1.24040 9.05911 0.9 -0.2 0.5
C 0.92639 2.00783 10.14113 0.0 -0.1 0.0
C 2.12101 1.66146 10.77540 -0.1 -0.2 -0.3
C 2.85681 0.56245 10.32942 -0.1 0.0 -0.1
C 2.40881 -0.19376 9.24497 -0.2 0.3 0.1
C 1.21416 0.14120 8.60443 0.0 0.1 0.0
H 0.36454 2.86711 10.50075 0.0 -0.3 -0.2
H 2.47746 2.24685 11.62029 -0.1 -0.1 -0.2
H 3.78483 0.29289 10.83075 -0.2 0.1 -0.1
H 2.98938 -1.04708 8.90141 -0.2 0.2 0.0
H 0.87694 -0.46007 7.76271 -0.1 0.3 0.2
O -2.60509 -3.04453 -6.79173 0.9 0.7 -1.4
N -1.90657 -2.61200 -7.72055 -1.1 0.2 0.1
O -2.34076 -1.95546 -8.67788 0.7 -0.9 1.5
C -0.46804 -2.90170 -7.68627 1.0 -0.2 0.0
C 0.06002 -3.67288 -6.64166 0.0 0.0 -0.1
C 1.42514 -3.96555 -6.62742 -0.2 0.2 -0.3
C 2.25361 -3.48828 -7.64428 -0.1 0.0 0.0
C 1.72683 -2.71170 -8.67773 -0.3 -0.1 0.3
C 0.36271 -2.41483 -8.70425 0.0 0.0 0.0
H -0.57228 -4.05231 -5.84193 0.0 0.2 -0.3
H 1.84336 -4.56891 -5.82456 -0.2 0.1 -0.2
H 3.31642 -3.72383 -7.63190 -0.2 0.1 0.0
H 2.37949 -2.34094 -9.46503 -0.2 -0.1 0.2
H -0.03299 -1.81106 -9.51827 -0.1 -0.2 0.3
O 2.45942 3.13978 3.33954 0.8 1.8 0.0
N 2.87804 4.30682 3.31755 0.9 -0.9 0.0
O 4.07633 4.62178 3.28685 -1.8 -0.5 0.0
C 1.88665 5.38911 3.33402 -0.7 0.7 0.0
C 0.52160 5.07899 3.40646 0.1 0.0 0.0
C -0.41557 6.11317 3.44629 0.4 0.1 0.0
C 0.00772 7.44268 3.40945 0.1 -0.1 0.0
C 1.36722 7.74850 3.32673 -0.1 -0.4 0.0
C 2.31395 6.72285 3.28914 0.0 0.0 0.0
H 0.17562 4.04808 3.43605 0.3 0.2 0.0
H -1.47694 5.88280 3.50926 0.3 0.0 0.0
H -0.72644 8.24570 3.44643 0.2 -0.2 0.0
H 1.68907 8.78709 3.29545 0.0 -0.2 0.0
H 3.36991 6.97771 3.22789 -0.2 -0.3 0.0
O -7.03319 -0.61874 -13.31035 -1.1 -0.6 1.3
N -7.75160 -1.03153 -12.38775 -0.6 0.2 -1.2
O -8.96909 -1.24118 -12.48675 1.8 0.3 0.1
C -7.11754 -1.28435 -11.08831 0.4 -0.2 0.9
C -5.75021 -1.02516 -10.92101 -0.1 0.0 0.1
C -5.15781 -1.24461 -9.67590 -0.3 0.1 -0.1
C -5.92359 -1.72235 -8.61125 -0.1 0.0 -0.1
C -7.28282 -1.98957 -8.78356 0.2 0.2 -0.3
C -7.88702 -1.77131 -10.02331 0.0 0.0 0.0
H -5.13976 -0.65253 -11.74067 -0.3 -0.1 0.1
H -4.09872 -1.04012 -9.53420 -0.4 -0.1 -0.1
H -5.45846 -1.88656 -7.64074 0.0 0.0 -0.2
H -7.87229 -2.36453 -7.94978 0.1 0.1 -0.2
H -8.94808 -1.98141 -10.14057 0.3 0.1 -0.2
C -0.18758 0.41494 4.58627 0.0 1.2 0.8
C 0.09872 0.91320 3.06457 0.0 0.7 0.0
C 0.07724 -0.20027 1.88986 -0.6 -0.1 -1.0
C -0.27024 -1.73572 2.30437 0.4 -0.8 -1.5
C 1.09424 -2.70144 2.39013 -1.2 -1.0 0.1
C 1.70153 -2.84930 3.89853 -0.8 -0.2 0.2
C 2.73990 -1.68722 4.37942 1.3 -0.2 0.2
C 3.49043 -0.85482 3.18809 0.9 1.0 0.4
C 4.68876 0.09128 3.86523 -0.8 0.7 0.1
C 5.55833 0.89810 2.70082 -0.1 -1.3 -0.6
B 6.45670 2.14075 3.30309 -0.3 -1.7 -0.8
I 8.65245 1.87301 3.38012 -1.0 0.2 0.0
H 0.14449 -0.67496 4.84748 -0.8 2.1 -0.7
H 0.44003 1.12927 5.30795 -1.3 -1.5 -1.5
H -1.32594 0.61731 4.88335 2.5 -0.8 -0.7
H -0.73411 1.72808 2.80485 1.8 -1.7 0.6
H 1.12046 1.49108 3.03996 -2.1 -1.3 0.0
H -0.74733 0.13620 1.09509 1.7 -0.7 1.7
H 1.09299 -0.23306 1.26353 -2.2 0.2 1.5
H -0.96513 -1.87865 3.23431 1.5 0.5 -1.6
H -0.87989 -2.19712 1.38564 1.2 1.0 2.1
H 1.88489 -2.43186 1.55420 -1.7 -0.3 1.9
H 0.69313 -3.78542 2.08792 1.0 2.3 0.7
H 2.16677 -3.94189 4.00469 -0.7 2.5 -0.2
H 0.76923 -2.84688 4.64316 2.0 -0.1 -1.6
H 2.29437 -0.89080 5.12790 0.6 -1.7 -1.6
H 3.60240 -2.23888 4.99438 -1.8 1.2 -1.3
H 2.76580 -0.08547 2.65359 1.4 -1.9 1.0
H 4.03270 -1.53843 2.38551 -1.4 1.3 1.7
H 5.34808 -0.56520 4.57483 -1.0 1.3 -1.5
H 4.19744 0.95020 4.52854 0.8 -2.0 -1.3
H 4.77454 1.27279 1.88357 1.6 -0.6 1.8
H 6.23210 0.08510 2.14870 -1.3 1.8 1.1
H 6.01915 3.17865 3.67666 0.2 -0.2 0.1

---

59
Properties=species:S:1:pos:R:3:forces:R:3 method="wB97M-V/def2-TZVPD" total_energy_ev=-29197.60151 e_lumo_ev=0.67
Hg 0.13323 -0.27116 -0.14205 -0.5 0.6 -0.6
B 0.73356 -2.43655 0.80408 -0.5 1.0 1.0
H -0.36821 -2.25032 1.13798 -1.5 -0.2 0.5
H 0.83571 -2.14805 -0.31237 0.4 -0.3 -2.3
H 1.35000 -1.64035 1.39589 1.1 0.7 1.0
H 1.09165 -3.49400 1.08807 0.4 -1.2 -0.1
C -0.71526 2.67469 -1.96508 0.1 -1.2 0.2
O -0.37652 1.67596 -1.05412 0.2 -0.1 1.1
H -0.61104 2.23086 -2.96594 -0.2 0.7 -0.4
H -1.74249 3.04256 -1.81844 -0.1 -0.1 -0.2
H -0.08497 3.57136 -1.86859 0.2 -0.1 -0.1
C 3.64435 1.74294 1.85398 1.2 -0.2 0.0
C 2.48392 0.80792 2.20518 -0.2 1.4 -0.6
C 1.96908 1.08299 3.61081 0.3 -1.0 0.1
O 1.47966 1.11056 1.19962 0.2 -0.3 0.9
H 4.40470 1.81042 2.63814 -0.3 0.0 0.2
H 3.31694 2.76190 1.63120 -0.3 0.0 0.3
H 4.23754 1.47521 0.97504 -0.4 -0.4 -0.2
H 2.68680 -0.25759 2.13111 0.3 0.1 -0.4
H 1.26052 1.90610 3.66461 0.3 0.3 0.1
H 2.85225 1.19302 4.24253 -0.2 0.5 0.2
H 1.47910 0.18843 4.00363 -0.3 0.1 -0.1
H 1.32120 2.06120 1.23684 -0.3 -0.1 -0.3
C -1.78740 0.89538 3.78165 0.8 0.6 -0.5
C -2.13643 -0.17232 2.77620 -1.1 -1.2 0.7
C -3.57952 -0.71080 2.90835 0.4 0.5 -1.8
O -1.91996 0.18532 1.41403 0.2 0.2 0.2
H -0.87209 1.33833 3.37773 -0.1 0.2 0.3
H -1.52186 0.47966 4.75292 -0.2 -0.2 0.0
H -2.51816 1.69309 3.92133 -0.2 -0.1 -0.2
H -1.47245 -1.01720 2.96855 0.2 0.1 -0.3
H -4.00063 -0.71972 3.90636 0.0 -0.3 0.0
H -3.63429 -1.63307 2.32348 0.0 -0.5 0.8
H -4.19474 -0.10601 2.22566 -0.3 0.5 0.7
H -2.68535 0.66470 1.07798 0.1 0.2 0.0
C 3.32535 1.60523 -2.51163 -0.8 0.4 -0.8
C 2.36058 0.44345 -2.74829 0.9 -0.5 0.7
C 2.92089 -0.55589 -3.74639 -0.1 0.7 -0.3
O 2.21796 -0.27242 -1.48334 0.2 0.5 -1.0
H 3.00998 2.17889 -1.64198 0.2 -0.2 0.2
H 3.24070 2.29958 -3.35365 0.2 0.0 -0.1
H 4.36140 1.26780 -2.47619 0.0 0.0 0.3
H 1.39118 0.81265 -3.07475 -0.2 -0.1 0.4
H 2.96509 -0.06217 -4.72067 0.1 -0.2 -0.1
H 2.29900 -1.44578 -3.81264 0.0 0.0 0.0
H 3.93814 -0.82123 -3.44951 0.0 -0.2 -0.1
H 3.10922 -0.60912 -1.32809 -0.2 -0.2 0.4
C -2.74730 -2.16240 -3.28631 -0.1 0.4 -1.6
C -2.79318 -1.34052 -2.03477 0.0 -1.5 1.7
C -3.92250 -1.81333 -1.10968 -0.6 0.9 0.2
O -1.59277 -1.61060 -1.25026 -0.4 0.3 -1.1
H -2.01338 -1.80568 -4.01575 0.2 0.1 0.3
H -3.68879 -2.08027 -3.83791 -0.1 -0.1 0.2
H -2.53759 -3.22522 -3.14645 -0.1 0.0 0.4
H -2.85307 -0.26812 -2.21248 0.2 0.0 0.0
H -4.91279 -1.59759 -1.52455 0.1 -0.3 -0.1
H -3.89424 -1.27218 -0.16158 0.2 0.2 -0.1
H -3.83820 -2.85499 -0.79819 0.1 -0.2 -0.5
H -1.40449 -2.54554 -1.40128 0.4 0.1 0.4

---

99
Properties=species:S:1:pos:R:3:forces:R:3 method="wB97M-V/def2-TZVPD" charge=+2 total_energy_ev=-69160.85030 e_lumo_ev=-8.08
Hf -0.15183 0.44800 0.27339 0.4 -1.7 4.2
C -2.09171 1.85899 -8.08992 -0.2 -0.1 0.1
C -2.19330 0.59313 -7.66890 -0.4 0.5 -0.2
C -1.38822 -0.58897 -8.10637 0.3 -0.2 -0.2
C 0.03928 -0.29561 -8.62050 0.1 -0.3 -0.1
C 0.86791 0.58186 -7.71566 0.1 0.1 0.1
C 0.93017 1.91583 -7.75352 0.4 -0.2 -0.1
C 0.21241 2.82655 -8.71932 -0.1 0.1 0.1
C -1.18559 2.37298 -9.17982 -0.1 0.2 -0.3
C 1.71344 1.02052 1.27239 0.9 0.0 -0.6
H -2.74766 2.63432 -7.66425 0.1 -0.5 -0.1
H -3.00363 0.32844 -6.98352 0.2 0.2 0.0
H -1.93382 -1.13257 -8.89454 0.1 0.1 0.2
H -1.32296 -1.28848 -7.25821 0.0 0.1 -0.1
H 0.55516 -1.26665 -8.70031 -0.2 0.3 -0.1
H -0.01091 0.11778 -9.63499 0.1 -0.2 0.3
H 1.50050 0.02416 -7.01028 -0.2 0.4 -0.1
H 1.62851 2.44362 -7.09592 -0.2 -0.3 0.0
H 0.83012 2.97535 -9.61966 -0.1 0.0 0.3
H 0.12961 3.81896 -8.25060 0.0 -0.2 -0.1
H -1.68092 3.25536 -9.61902 0.2 -0.4 0.0
H -1.09172 1.63259 -9.98363 -0.2 0.3 0.2
H 1.49991 1.70807 2.11053 0.0 -0.2 -0.2
H 2.46698 1.47888 0.61072 0.0 0.0 0.6
H 2.15704 0.09901 1.70809 -0.3 0.4 -0.2
P 1.55447 -0.24656 -1.59570 4.4 -0.8 -2.6
P -1.61304 -0.56510 -1.59960 -5.0 -1.8 -4.5
N 2.65710 0.95969 -2.29208 -1.1 -0.5 1.1
N 2.69875 -1.54442 -1.16640 -1.1 0.8 0.2
N -2.45338 0.59387 -2.67704 0.9 -0.5 0.9
N -3.01514 -1.64367 -1.33579 1.3 0.5 0.7
C 0.75231 -0.89523 -3.11007 -0.5 -0.1 -0.1
C -0.62243 -1.54180 -2.80254 0.6 -0.2 0.0
C 2.66033 2.31674 -1.93341 0.7 0.3 -0.8
C 3.63116 2.96558 -2.68413 -0.8 -0.9 0.5
C 4.25587 1.98226 -3.52476 -1.0 -0.8 0.7
C 3.64116 0.76242 -3.26519 0.3 0.8 -0.2
C 3.65178 -1.49848 -0.13559 0.3 -0.8 0.1
C 4.32398 -2.71307 -0.09122 -0.9 1.0 -0.5
C 3.76505 -3.54839 -1.11936 -0.7 1.1 -0.2
C 2.76704 -2.81491 -1.74261 0.5 -0.8 0.2
C -2.68891 1.93287 -2.33006 0.3 0.6 -0.8
C -2.94972 2.65331 -3.48775 0.3 -0.7 0.7
C -2.90498 1.73614 -4.58645 0.2 -0.8 1.0
C -2.64140 0.48074 -4.05505 0.4 0.6 -0.5
C -4.05464 -1.98277 -2.21162 -0.6 -0.6 0.3
C -4.85167 -2.95780 -1.60951 1.4 1.0 0.0
C -4.26089 -3.25066 -0.32977 0.7 0.7 -0.2
C -3.14251 -2.44094 -0.19034 -0.7 -0.5 -0.1
H 1.42992 -1.58854 -3.63361 -0.3 0.3 0.2
H 0.62953 -0.02838 -3.78055 0.0 -0.1 0.3
H -1.20071 -1.70607 -3.72392 0.2 0.1 0.4
H -0.49519 -2.53376 -2.33506 0.0 0.3 0.0
H 1.96554 2.68229 -1.18849 0.2 0.1 -0.1
H 3.86804 4.01909 -2.63600 0.0 -0.1 0.0
H 5.05605 2.16268 -4.22791 -0.1 -0.1 0.1
H 3.82342 -0.22188 -3.67498 0.0 0.1 0.1
H 3.74847 -0.61152 0.47521 0.2 -0.2 -0.2
H 5.12200 -2.97661 0.59132 -0.1 0.1 -0.1
H 4.08422 -4.55091 -1.37503 -0.2 0.2 0.0
H 2.08633 -3.10109 -2.53235 0.3 -0.1 0.1
H -2.67751 2.24025 -1.29058 -0.1 0.0 -0.2
H -3.15162 3.71415 -3.55829 0.0 -0.2 0.1
H -3.02438 1.97368 -5.63802 -0.1 -0.1 0.4
H -2.58888 -0.48398 -4.54970 0.1 0.4 0.1
H -4.15411 -1.48792 -3.16886 -0.1 -0.1 0.2
H -5.74352 -3.40955 -2.02979 0.2 0.2 0.0
H -4.62318 -3.96830 0.40055 0.1 0.2 -0.2
H -2.42050 -2.33917 0.61283 -0.2 -0.1 -0.1
C -1.39075 2.13622 1.19775 -0.9 -0.2 0.3
C -1.41877 2.21395 2.77078 0.5 0.2 0.1
C -2.76318 2.78213 3.22909 -0.2 0.1 -0.2
C -1.07323 0.97428 3.60476 0.5 -1.0 -0.2
C -0.77260 1.14328 4.96478 -0.2 0.4 -0.3
C -0.38214 0.08841 5.78328 -0.2 -0.2 0.1
C -0.39952 -1.21510 5.28692 -0.3 0.1 0.0
C -0.73862 -1.45152 3.95539 0.6 0.4 -0.1
C -0.62513 -2.81113 3.32317 -0.1 -0.6 -0.1
C 0.83324 -3.26566 3.24348 0.1 0.0 0.0
C -1.46534 -3.85560 4.05935 -0.1 0.1 0.0
C -0.94409 -0.34828 3.11505 0.3 0.5 2.3
O -0.76241 -0.59229 1.81392 0.3 1.0 -4.0
H -1.90020 1.14519 0.83147 -0.2 1.5 0.6
H -0.32728 2.33040 0.80287 -0.8 0.6 0.5
H -2.00852 2.90250 0.72210 0.2 0.2 0.3
H -0.63360 2.95291 3.00868 -0.3 -0.1 -0.2
H -3.56772 2.04998 3.09790 0.1 0.1 0.1
H -2.70514 3.05709 4.28290 -0.1 -0.1 -0.1
H -3.01192 3.68988 2.67203 0.0 -0.1 0.1
H -0.82238 2.15285 5.37195 0.1 -0.2 0.0
H -0.08131 0.27598 6.81857 -0.2 0.0 -0.4
H -0.12117 -2.06015 5.92060 -0.1 0.3 -0.1
H -1.01012 -2.76086 2.30014 0.0 0.0 0.1
H 1.26317 -3.30822 4.25529 0.0 0.0 -0.3
H 0.89284 -4.26922 2.79826 0.0 0.3 0.1
H 1.43043 -2.57552 2.63108 0.0 -0.1 0.2
H -2.52707 -3.56962 4.02309 0.3 -0.2 0.2
H -1.34460 -4.83326 3.57002 -0.1 0.3 0.3
H -1.13997 -3.92427 5.10763 -0.2 -0.2 -0.3

---

16
Properties=species:S:1:pos:R:3:forces:R:3 method="wB97M-V/def2-TZVPD" smiles="C=C(O)C(C)C" total_energy_ev=-7393.60753 e_lumo_ev=0.97
C -0.21063 -1.95942 -0.81415 0.3 0.1 -0.1
C -0.54750 -0.90284 -0.05894 0.3 -0.1 -0.3
O -1.25927 -1.19027 1.06651 0.2 0.0 0.1
C -0.11652 0.53432 -0.27273 0.0 -0.1 -0.1
C 1.42408 0.59454 -0.27592 0.1 0.0 0.0
C -0.69256 1.54264 0.72563 -0.1 0.0 0.0
H 0.05063 -1.92150 -1.85955 0.5 0.2 0.1
H -0.08132 -2.89797 -0.27628 -0.6 -0.2 -0.4
H -1.54044 -2.08711 0.82027 -0.3 0.2 0.9
H -0.45405 0.80178 -1.28166 0.0 0.0 0.1
H 1.84119 -0.10228 -1.00819 -0.1 0.1 0.1
H 1.83742 0.33199 0.70631 -0.2 0.0 -0.1
H 1.76758 1.60480 -0.52406 -0.1 -0.1 0.0
H -0.32912 1.35405 1.74231 -0.1 -0.1 -0.2
H -1.78478 1.51712 0.74938 0.1 0.0 0.0
H -0.37858 2.55648 0.44729 -0.1 -0.2 0.0